# 1
Below is 3 unconnected molecules or ions with the total composition C6H15Cl4NO at a distorted geometry, with properties calculated with ωB97M-V with the def2-TZVPD basis set.

Values from the calculation:
**Spin multiplicity**: 2
**E_HOMO (alpha / beta)**: -12.57 / -12.57 eV
**Frontier orbital gap (alpha / beta)**: 0.343 / 0.118 Eh
**Net charge**: +1
**E_LUMO (alpha / beta)**: -3.24 / -9.36 eV

Atoms and positions in Å:
Cl 3.578 -2.172 2.781
Cl 5.198 0.159 5.659
Cl 6.718 1.131 3.392
Cl 1.884 -0.151 1.518
O -2.452 -0.198 -0.932
N -3.395 1.355 -4.017
C 3.074 -0.455 2.799
C -3.621 0.871 -2.684
C -1.236 -0.783 -0.433
C 6.690 -0.001 4.726
C -4.706 -0.193 -2.722
C -2.214 0.454 -2.105
H 2.613 -0.229 3.760
H -1.844 -0.321 -2.776
H 6.929 -1.023 4.429
H -0.859 -1.451 -1.208
H 3.998 0.116 2.707
H -0.397 -0.131 -0.189
H -4.153 1.625 -2.104
H -1.303 -1.375 0.479
H -4.832 -0.498 -1.683
H -1.476 1.234 -1.917
H -2.642 2.008 -3.856
H -4.411 -1.017 -3.372
H -2.991 0.574 -4.513
H 7.510 0.311 5.374
H -5.661 0.159 -3.113

# 2
Below is C5H7N3 in the gas phase at a distorted geometry, with properties calculated with ωB97M-V with the def2-TZVPD basis set.

Values from the calculation:
**Energy relative to the best compared isomer or geometry (same formula, charge and spin)**: 80.5 kcal/mol
**E_HOMO**: -7.53 eV
**Frontier orbital gap**: 0.301 Eh
**E_LUMO**: 0.67 eV
**SMILES string**: C=Cc1nccn1N

Atoms and positions in Å:
N 0.852 0.300 0.843
N 0.565 -0.163 -1.472
N 0.621 0.530 2.183
C -1.571 -0.442 -0.216
C -2.414 -0.875 -1.156
C -0.219 -0.144 -0.480
C 1.829 0.185 -1.164
C 1.994 0.452 0.181
H 0.520 1.527 2.381
H -3.445 -1.084 -0.940
H 2.577 0.226 -1.930
H -0.224 0.042 2.467
H -1.910 -0.289 0.802
H 2.902 0.759 0.667
H -2.076 -1.024 -2.166

# 3
Below is 2 unconnected molecules or ions with the total composition C3H8N4O at a distorted geometry, with properties calculated with ωB97M-V with the def2-TZVPD basis set.

Values from the calculation:
**Energy relative to the best compared isomer or geometry (same formula, charge and spin)**: 58.2 kcal/mol
**E_HOMO**: -7.63 eV
**Frontier orbital gap**: 0.301 Eh
**E_LUMO**: 0.55 eV
**SMILES string**: N/C=N\N.CN=C=O

Atoms and positions in Å:
O 0.380 0.379 1.024
N 2.523 0.282 0.073
N -2.178 -1.136 0.626
N -2.854 0.086 -1.348
N -2.157 1.221 -1.036
C 3.905 0.244 0.376
C 1.412 0.204 0.504
C -2.761 -0.961 -0.620
H 4.190 -0.659 0.920
H -1.324 1.064 -0.471
H -1.706 -0.356 1.056
H 4.236 1.110 0.953
H 4.461 0.249 -0.563
H -3.473 -1.735 -0.881
H -2.000 1.754 -1.882
H -2.653 -1.747 1.270

# 4
Below is a molecular structure, C44H43FeN8O2 at a distorted geometry, with properties calculated with ωB97M-V with the def2-TZVPD basis set.

Values from the calculation:
**Energy relative to the best compared isomer or geometry (same formula, charge and spin)**: 79.5 kcal/mol
**Spin multiplicity**: 2
**E_HOMO (alpha / beta)**: -5.83 / -6.45 eV
**Frontier orbital gap (alpha / beta)**: 0.170 / 0.202 Eh
**E_LUMO (alpha / beta)**: -1.22 / -0.95 eV

Atoms and positions in Å:
Fe 0.002 0.022 -0.041
O -2.957 -0.089 -0.146
O 1.640 -2.737 -0.328
N -1.469 1.744 -2.491
N -0.821 2.009 -0.264
N 0.148 0.872 1.975
N 0.584 -2.124 0.059
N -1.883 3.734 -1.427
N -1.742 -0.792 -0.019
N 0.845 -1.424 1.383
N -0.125 1.656 4.052
C -0.617 -2.815 -0.108
C -1.516 -3.065 3.702
C -0.885 0.533 -2.887
C 3.025 -1.462 2.416
C -0.655 -3.672 4.605
C 1.235 -2.673 3.465
C 3.584 1.608 -1.658
C -2.145 3.154 1.415
C -1.114 0.235 -4.246
C 3.991 0.276 0.288
C 1.035 2.018 2.088
C 0.825 2.596 3.507
C -0.527 -4.302 -0.256
C 2.602 -2.337 3.392
C 4.455 1.119 -0.698
C 2.186 -1.000 1.410
C -5.441 5.158 -3.084
C -2.291 6.489 -1.432
C 0.360 3.262 1.471
C -1.150 4.267 3.323
C 1.763 0.401 -0.615
C 0.702 -3.473 4.490
C 0.114 -1.790 -3.952
C 1.231 4.017 0.477
C -4.498 6.026 -2.555
C -1.786 -2.102 -0.262
C 2.640 -0.119 0.352
C -1.009 -2.305 2.662
C -2.240 3.882 2.633
C -3.077 4.174 -1.998
C 0.359 -2.128 2.496
C -3.313 5.558 -2.015
C -1.394 2.439 -1.353
C 2.247 1.244 -1.600
C 0.418 -1.415 -2.655
C -0.496 0.797 3.079
C -5.211 3.794 -3.044
C -3.059 -2.806 -0.622
C -4.041 3.301 -2.496
C -1.802 1.216 -5.159
C -0.943 2.836 0.849
C 0.222 3.894 2.884
C -0.648 -0.961 -4.752
C -0.117 -0.282 -2.048
H 2.039 1.788 1.740
H -2.722 0.818 0.094
H -0.651 1.834 4.889
H 3.941 2.263 -2.439
H 3.293 -2.728 4.121
H -1.052 -4.282 5.402
H -1.301 -4.791 0.334
H -3.802 -2.084 -0.945
H -1.690 -1.820 1.992
H -2.867 -3.515 -1.422
H 4.701 -0.075 1.021
H 1.571 1.626 -2.349
H -0.865 -1.222 -5.776
H -3.899 2.233 -2.419
H -2.235 6.367 -0.348
H 0.751 4.935 0.141
H -1.253 0.057 3.268
H -1.304 6.282 -1.845
H 1.679 2.734 4.174
H -6.353 5.545 -3.511
H 1.382 -3.915 5.203
H 0.493 -2.720 -4.346
H -1.580 4.290 -0.634
H 5.501 1.391 -0.720
H -0.629 -4.618 -1.296
H 0.453 -4.620 0.096
H -3.450 -3.353 0.233
H 1.422 3.377 -0.381
H 2.182 4.279 0.935
H 1.111 -2.041 -2.122
H 0.909 4.733 3.028
H -2.585 -3.171 3.807
H 4.050 -1.134 2.449
H -5.952 3.107 -3.423
H -3.062 2.836 0.937
H -1.845 0.817 -6.169
H -2.546 7.524 -1.640
H -1.240 2.151 -5.205
H -2.826 1.433 -4.854
H -4.691 7.089 -2.560
H -3.230 4.127 2.991
H -1.898 2.256 -3.248
H -1.239 4.822 4.244

# 5
Below is C6H12 in the gas phase, with properties calculated with ωB97M-V with the def2-TZVPD basis set.

Values from the calculation:
**Energy relative to the best compared isomer or geometry (same formula, charge and spin)**: 86.5 kcal/mol
**E_HOMO**: -8.09 eV
**Frontier orbital gap**: 0.312 Eh
**E_LUMO**: 0.39 eV

Atoms and positions in Å:
C -0.253 1.371 1.442
C -1.707 -1.037 -1.230
C 0.490 -0.435 -0.312
C 1.798 0.246 -0.714
C 0.088 -0.094 1.160
C -0.686 0.023 -1.097
H 2.088 -0.037 -1.731
H -2.732 -0.651 -1.273
H 0.935 -0.402 1.785
H -1.491 -1.393 -2.257
H 0.625 -1.534 -0.325
H 1.693 1.335 -0.696
H -1.639 -1.916 -0.565
H -0.486 1.504 2.504
H -0.758 -0.730 1.450
H 2.614 -0.044 -0.040
H 0.583 2.034 1.198
H -1.113 1.705 0.854

# 6
Below is 2 unconnected molecules or ions with the total composition C2HNO3 at a distorted geometry, with properties calculated with ωB97M-V with the def2-TZVPD basis set.

Values from the calculation:
**Energy relative to the best compared isomer or geometry (same formula, charge and spin)**: 19.4 kcal/mol
**E_HOMO**: 1.83 eV
**Frontier orbital gap**: 0.120 Eh
**Net charge**: -2
**E_LUMO**: 5.09 eV

Atoms and positions in Å:
O -1.923 2.407 -0.135
O -1.851 -2.278 -0.543
O -1.111 -1.202 1.354
N -1.873 -0.020 -0.410
C -1.554 -1.357 0.227
C -1.875 1.220 -0.154
H 10.188 1.229 -0.339

# 7
Below is C4H5NOS2 in the gas phase at a distorted geometry, with properties calculated with ωB97M-V with the def2-TZVPD basis set.

Values from the calculation:
**Energy relative to the best compared isomer or geometry (same formula, charge and spin)**: 34.3 kcal/mol
**E_HOMO**: -8.24 eV
**Frontier orbital gap**: 0.322 Eh
**E_LUMO**: 0.53 eV
**SMILES string**: Oc1[nH]cc(S)c1S

Atoms and positions in Å:
S -0.016 2.351 -0.032
S 2.688 0.375 -0.014
O -2.490 0.273 0.208
N -0.683 -1.410 -0.185
C 1.110 -0.222 0.003
C 0.650 -1.506 -0.066
C -1.147 -0.156 -0.008
C -0.026 0.617 -0.147
H -1.260 -2.196 -0.236
H 2.746 0.607 1.432
H 1.212 -2.479 0.016
H -0.333 2.452 -1.432
H -2.451 1.295 0.460

# 8
Below is 2 unconnected molecules or ions with the total composition C3H3N3O at a distorted geometry, with properties calculated with ωB97M-V with the def2-TZVPD basis set.

Values from the calculation:
**Energy relative to the best compared isomer or geometry (same formula, charge and spin)**: 100.9 kcal/mol
**E_HOMO**: -8.84 eV
**Frontier orbital gap**: 0.285 Eh
**E_LUMO**: -1.08 eV

Atoms and positions in Å:
O -2.949 0.354 0.086
N 0.644 -1.149 0.508
N -0.144 -0.125 0.406
N 1.805 -0.873 0.016
C -2.298 -0.557 0.248
C 1.833 0.451 -0.300
C 0.508 0.955 -0.109
H -0.143 1.712 -0.587
H -2.036 -1.598 0.426
H 2.779 0.830 -0.695